# 1
Molecular formula: Ag2IKN4O16PbS
Method: DFT, ωB97M-V/def2-TZVPD

Geometry as XYZ:
```
26
Properties=species:S:1:pos:R:3:mulliken_charge:R:1
K 3.516 0.332 1.553 0.773
Pb -1.648 0.757 -2.744 1.323
Ag 0.278 -2.997 0.668 0.390
Ag -0.619 -0.468 1.254 0.735
N 0.480 1.384 -0.901 1.159
O -0.631 1.124 -0.276 -0.680
O 0.435 2.098 -1.914 -0.642
O 1.465 0.728 -0.572 -0.555
N -3.420 -2.040 0.529 0.903
O -4.133 -2.532 1.365 -0.587
O -3.614 -0.838 0.158 -0.616
O -2.483 -2.772 -0.001 -0.607
N -0.345 -2.174 3.755 0.926
O -1.078 -2.020 2.552 -0.571
O 0.745 -1.638 3.817 -0.525
O -0.951 -2.776 4.596 -0.547
N 5.109 2.917 3.146 1.005
O 5.853 2.133 2.576 -0.661
O 3.851 2.684 2.876 -0.696
O 5.450 3.773 3.972 -0.616
S -2.191 1.098 -5.460 1.265
O -2.982 1.720 -4.344 -0.715
O -1.541 -0.108 -4.761 -0.686
O -3.151 0.505 -6.364 -0.672
O -1.230 2.070 -5.929 -0.627
I 2.835 -2.959 0.448 -0.479
```

Properties
Kohn-Sham gap ... 7.9 eV
Electronic energy ... -87220.0060 eV
Strongest force on any atom ... 3.36 eV/A
LUMO ... 3.5 eV
Multiplicity ... 1
Total charge ... -2

=====

# 2
Molecular formula: Ag3Cl
Method: DFT, ωB97M-V/def2-TZVPD

Geometry as XYZ:
```
4
Properties=species:S:1:pos:R:3:mulliken_charge:R:1
Ag 1.614 0.515 -1.231 0.671
Ag -1.495 -0.366 1.101 0.787
Ag 0.020 -2.313 0.492 0.805
Cl -0.139 2.164 -0.362 -0.263
```

Properties
Kohn-Sham gap ... 5.6 eV
Electronic energy ... -24497.8230 eV
Strongest force on any atom ... 2.90 eV/A
LUMO ... -13.0 eV
Multiplicity ... 1
Total charge ... +2

=====

# 3
Molecular formula: AgBr
Method: DFT, ωB97M-V/def2-TZVPD

Geometry as XYZ:
```
2
Properties=species:S:1:pos:R:3:lowdin_spin:R:1
Ag 0.956 -0.428 0.784 0.018
Br -0.956 0.428 -0.784 0.982
```

Properties
Kohn-Sham gap (spin up / spin down) ... 10.5 / 7.3 eV
Electronic energy ... -74032.1903 eV
Strongest force on any atom ... 0.10 eV/A
<S²> ... 0.753
LUMO (spin up / spin down) ... -6.6 / -9.4 eV
Multiplicity ... 2
Total charge ... +1